P | DFT (the ωB97M-V functional and the def2-TZVPD basis) results for a cluster of 5 separate species, C4H19NO5 in total.

```
29
Properties=species:S:1:pos:R:3
C 0.1449 4.4941 0.6246
O 1.5572 4.1749 0.6250
C 1.7235 2.7228 0.4935
C 1.2692 1.9394 1.7514
C 2.0265 2.2579 3.0557
N 1.1987 0.4642 1.4919
H 0.0538 5.5799 0.6522
H -0.4446 4.1499 1.4743
H -0.3711 4.2832 -0.3121
H 1.1785 2.3253 -0.3627
H 2.7521 2.4663 0.2403
H 0.2402 2.1774 2.0209
H 2.0372 3.3306 3.2488
H 3.0130 1.8025 3.1428
H 1.5069 1.7327 3.8571
H 0.6668 0.5170 0.6349
H 0.5124 0.1481 2.1621
O -1.9287 -6.7493 -3.6858
H -1.2886 -7.4598 -3.7286
H -2.7477 -7.1459 -3.9828
O -1.3893 -3.3863 -0.4023
H -0.5888 -2.9320 -0.6648
H -1.5189 -4.0532 -1.0765
O 1.4566 -1.9047 -2.2541
H 1.5136 -2.7496 -2.7005
H 1.0569 -1.3197 -2.8977
O -4.6933 -2.0210 -0.8939
H -3.9026 -2.5459 -0.7696
H -5.0345 -2.2987 -1.7440
```

The SMILES is COC[C@H](C)N.O.O.O.O. As for the HOMO energy: -9.49 eV.

=====

Q | DFT (the ωB97M-V functional and the def2-TZVPD basis) results for a cluster of 6 separate species, C4H19NO5 in total.

```
29
Properties=species:S:1:pos:R:3
C -0.1423 0.9196 -3.2982
C 0.0550 1.4315 -1.9052
C 1.2501 1.6472 -1.3471
C 1.4397 1.8846 0.1005
N 0.9299 0.8755 1.0612
H -1.1837 0.7110 -3.4568
H 0.3235 1.4934 -4.0876
H 0.2317 -0.1227 -3.5282
H -0.8405 1.3883 -1.3241
H 2.1445 1.5843 -1.9477
H 2.5136 1.9410 0.3494
H 1.0468 2.8491 0.4207
H 1.4520 0.0078 0.9591
H 0.7076 1.1039 2.0245
O 0.2927 0.3194 3.6087
H -0.6269 0.2424 3.3534
H 0.5768 -0.6012 3.6294
O -2.4053 -0.0168 3.0790
H -2.9216 0.7540 3.2218
H -2.2459 -0.2317 2.1260
O -1.2590 -2.8545 -0.1734
H -1.1210 -1.8733 -0.0984
H -1.3592 -3.2326 0.7446
O -1.5176 -0.2052 0.3393
H -0.6444 0.2596 0.2608
H -2.1252 0.1633 -0.3009
O 1.8934 -3.2372 -1.0668
H 0.9719 -3.4060 -1.3424
H 2.5635 -3.7946 -1.4015
```

The SMILES is C/C=C/CN.O.O.O.O.O. As for the HOMO energy: -9.15 eV.

=====

R | DFT (the ωB97M-V functional and the def2-TZVPD basis) results for a cluster of 5 separate species, C4H19NO5 in total.

```
29
Properties=species:S:1:pos:R:3
C -1.0090 -0.4512 -1.6024
O 0.3069 -0.3574 -1.1156
C 0.9983 -1.5844 -1.0338
C 1.0795 -2.1563 0.3798
C 1.8382 -3.4621 0.3290
N -0.2431 -2.3304 1.0532
H -1.5196 -1.3673 -1.2850
H -1.0259 -0.4672 -2.7000
H -1.6096 0.3904 -1.2616
H 0.5005 -2.3206 -1.6812
H 2.0178 -1.4430 -1.4001
H 1.5836 -1.4365 1.0329
H 2.9121 -3.2712 0.3052
H 1.5514 -4.0542 -0.5450
H 1.6450 -4.0896 1.1992
H -0.8478 -1.5738 0.7555
H -0.6556 -3.1927 0.6983
O -2.3172 0.0846 1.7525
H -2.3940 0.8446 1.1643
H -2.9211 -0.5725 1.3935
O -1.6751 5.0534 -0.7106
H -1.0556 5.6254 -0.2468
H -1.2384 4.1942 -0.7273
O -0.2378 2.1074 0.2859
H 0.1452 1.9701 1.1587
H -0.0787 1.2687 -0.1732
O 1.6429 4.3943 0.7453
H 0.8807 3.8427 0.5278
H 1.7263 4.3545 1.7018
```

The SMILES is COC[C@H](C)N.O.O.O.O. As for the HOMO energy: -9.52 eV.

=====

S | DFT (the ωB97M-V functional and the def2-TZVPD basis) results for a cluster of 5 separate species, C4H19NO5 in total.

```
29
Properties=species:S:1:pos:R:3
C -0.4738 2.8125 0.2633
N -0.7529 1.3836 0.4148
C 0.0431 0.8338 1.5097
C -0.4545 0.6649 -0.8313
C -1.2827 -0.6273 -0.9199
O -0.5210 -1.6753 -1.5638
H -0.7469 3.3208 1.1880
H 0.5792 3.0072 0.0300
H -1.1016 3.2132 -0.5317
H 1.1206 0.9239 1.3393
H -0.2324 -0.2036 1.7032
H -0.2049 1.3848 2.4208
H 0.6093 0.4229 -0.9178
H -0.7024 1.2988 -1.6839
H -2.2057 -0.4608 -1.4707
H -1.5187 -1.0048 0.0706
H -0.7416 -1.7651 -2.4956
O 3.1909 0.3461 0.0445
H 4.1433 0.3487 -0.0670
H 2.8419 -0.4258 -0.4528
O 2.3027 -1.8592 -1.4064
H 1.3611 -1.6735 -1.5757
H 2.2548 -2.6381 -0.8220
O 1.0038 -3.5613 0.5030
H 0.2313 -3.2429 0.0130
H 0.9977 -3.0327 1.3112
O -3.4263 0.4601 1.0945
H -2.5860 0.9202 0.9035
H -3.7284 0.8289 1.9292
```

The SMILES is CN(C)CCO.O.O.O.O. As for the HOMO energy: -9.32 eV.

=====

Order of stability, best first: S, R, Q, P

=====

P | DFT (the ωB97M-V functional and the def2-TZVPD basis) results for a cluster of 2 separate species, C3H7N2O in total.

```
13
Properties=species:S:1:pos:R:3
C -1.1217 0.5447 -1.4044
C -0.1372 1.4998 -0.9361
N 0.3594 1.0845 0.2773
C -0.5038 0.1904 0.7666
N -1.3728 -0.1327 -0.2272
H -1.7603 0.4328 -2.2904
H 0.3107 2.4023 -1.3808
H 1.3520 1.2584 0.6372
H -0.2256 -0.4582 1.6160
H -2.1950 -0.6246 -0.0660
H 1.6652 -2.3584 1.7780
H 1.9737 -2.1431 0.2023
O 1.6555 -1.6959 1.0273
```

As for the HOMO energy: -14.20 eV. The net charge is +1.

=====

Q | DFT (the ωB97M-V functional and the def2-TZVPD basis) results for a cluster of 2 separate species, C3H7N2O in total.

```
13
Properties=species:S:1:pos:R:3
C 2.6894 0.1062 0.0513
C -1.6694 0.5252 -0.5756
C -1.4788 -0.8991 -0.1174
N 3.8455 -0.1161 -0.0396
N -1.1004 0.1974 0.7509
O 1.5315 0.1158 0.1894
H -0.9717 1.0554 -1.1359
H -2.6230 1.1072 -0.7713
H -2.4333 -1.4675 0.2740
H -0.6892 -1.5730 -0.6474
H 4.5696 0.2401 -0.5950
H -0.0600 0.2085 1.0483
H -1.6101 0.5000 1.5684
```

As for the HOMO energy: -15.15 eV. The net charge is +1.

=====

R | DFT (the ωB97M-V functional and the def2-TZVPD basis) results for a structure of composition C3H7N2O.

```
13
Properties=species:S:1:pos:R:3
C 0.3250 0.3003 0.5790
C -0.8447 -0.6372 0.1711
C -0.9086 -0.5808 -1.3021
N 1.1852 0.3662 -0.4589
N 0.6610 0.9345 1.6917
O 0.8412 -0.2319 -1.5555
H -0.6926 -1.6672 0.3517
H -1.9140 -0.3341 0.4662
H -0.9416 -1.5510 -1.8260
H -1.3763 0.1882 -1.8340
H 2.1339 0.5670 -0.4127
H -0.0170 1.1962 2.3861
H 1.5486 1.4498 1.7435
```

As for the HOMO energy: -13.68 eV. The net charge is +1.

=====

Order of stability, best first: P, Q, R

=====

P | DFT (the ωB97M-V functional and the def2-TZVPD basis) results for a cluster of 2 separate species, C3H7N2O in total.

```
13
Properties=species:S:1:pos:R:3
C -0.2847 0.9744 -0.1052
C 0.0277 1.7541 -1.0607
C 0.5455 -0.1159 1.7945
N 0.1452 -2.0050 -2.1093
N -0.5357 0.2674 0.8927
O -0.4801 -1.6310 -1.1548
H 0.2132 1.4888 -2.0468
H -0.0640 -2.9493 -2.5481
H -0.2366 2.7418 -1.0202
H 1.4386 0.0967 1.4147
H 0.4094 -1.2283 1.9848
H 0.3761 0.4203 2.7590
H -1.5546 0.1860 1.1993
```

As for the HOMO energy (spin up / spin down): -13.15 / -13.15 eV. The net charge is +1.

=====

Q | DFT (the ωB97M-V functional and the def2-TZVPD basis) results for the ion C3H7N2O with charge +1.

```
13
Properties=species:S:1:pos:R:3
C -1.2824 1.1575 -0.3004
N -0.2647 0.1786 -0.1884
C 1.0193 0.3339 0.4980
C 1.0541 -1.3222 0.2047
N -0.2742 -1.0334 -0.4387
O -1.0693 -1.6209 -1.0711
H -0.8690 1.9836 0.1286
H -1.6737 1.3705 -1.2420
H -2.2022 1.0226 0.3820
H 0.9389 0.7084 1.4755
H 1.5616 0.9528 -0.0761
H 1.9115 -1.7969 -0.4601
H 1.1502 -1.9346 1.0880
```

The SMILES is CN1CC[N+]1=O. As for the HOMO energy: -16.17 eV. The net charge is +1.

=====

R | DFT (the ωB97M-V functional and the def2-TZVPD basis) results for the ion C3H7N2O with charge +1.

```
13
Properties=species:S:1:pos:R:3
N -2.1077 -0.6894 0.7220
C -1.1469 -0.2673 -0.0275
N 0.0609 0.1133 0.3207
C 1.2421 0.2942 -0.5611
C 2.3155 0.9121 0.3652
O 2.0748 0.9497 1.5165
H -3.1037 -1.0017 0.4262
H -2.0521 -0.5046 1.6980
H -1.3045 -0.2912 -1.0902
H 0.4520 0.2789 1.3810
H 1.7174 -0.6358 -0.5598
H 1.0825 0.8031 -1.5296
H 3.2191 1.2262 -0.1989
```

The SMILES is N/C=[NH+]/CC=O. As for the HOMO energy: -14.75 eV. The net charge is +1.

=====

S | DFT (the ωB97M-V functional and the def2-TZVPD basis) results for the ion C3H7N2O with charge +1.

```
13
Properties=species:S:1:pos:R:3
C -0.1928 -0.6802 0.8029
C -0.0766 -1.1029 -0.6216
N 0.5668 0.0010 -1.3944
O 1.6945 0.4376 -0.6713
C 0.3160 1.1225 -0.6656
N -0.2588 0.8458 0.6922
H -1.2085 -0.9227 1.3366
H 0.4277 -0.9464 1.6670
H 0.4800 -2.0726 -0.8551
H -1.1501 -1.3151 -1.0960
H 0.3156 1.9836 -1.3076
H -1.2385 1.1458 0.7214
H 0.3248 1.5037 1.3915
```

The SMILES is C1CN2O[C@@H]2[NH2+]1. As for the HOMO energy: -14.88 eV. The net charge is +1.

=====

Order of stability, best first: R, S, Q, P